P | {"formula": "C14H15NO2Pt", "method": "wB97M-V/def2-TZVPD", "lumo_energy_ev": [5.019, 5.021], "total_charge": -2, "homo_lumo_gap_ev": [4.096, 3.171], "spin_multiplicity": 3, "species": ["C", "C", "C", "C", "C", "Pt", "N", "C", "C", "H", "H", "H", "H", "H", "H", "H", "H", "H", "H", "O", "C", "O", "C", "C", "C", "C", "C", "C", "H", "H", "H", "H", "H"], "positions_angstrom": [[-0.5663, 1.1237, -2.3985], [0.7408, 0.9125, -1.8936], [0.7846, 1.2455, -0.4892], [-0.6149, 1.5991, -0.1038], [-1.4204, 1.4726, -1.3047], [-0.3107, -0.6192, -0.0416], [-3.1971, 0.6945, 0.7578], [0.7775, -2.1373, -0.3501], [2.0975, -1.6492, -0.6754], [1.6579, 1.3149, 0.1594], [1.6225, 0.6418, -2.4883], [-0.8940, 2.0816, 0.8097], [-2.4633, 1.7310, -1.3694], [-0.8591, 1.1457, -3.4481], [2.3266, -1.3917, -1.7124], [0.7813, -2.8395, 0.5048], [-4.0465, 0.3396, 1.2635], [2.8980, -1.6778, 0.0547], [0.3551, -2.5341, -1.2774], [0.9542, -1.6974, 2.4785], [0.1504, -0.8083, 2.7752], [-0.6823, -0.1681, 1.9591], [0.0409, -0.3169, 4.1967], [-0.5397, 0.9127, 4.5194], [-0.6684, 1.2912, 5.8529], [-0.2123, 0.4401, 6.8709], [0.4224, -0.7687, 6.5497], [0.5628, -1.1351, 5.2213], [-0.9142, 1.5363, 3.7086], [-1.1383, 2.2555, 6.1132], [-0.3522, 0.7176, 7.9373], [0.7851, -1.4365, 7.3343], [1.0761, -2.0465, 4.9286]]}

Q | {"formula": "C14H15NO2Pt", "method": "wB97M-V/def2-TZVPD", "lumo_energy_ev": [5.060, 5.049], "total_charge": -2, "homo_lumo_gap_ev": [4.142, 3.171], "spin_multiplicity": 3, "species": ["C", "C", "C", "C", "C", "Pt", "N", "C", "C", "H", "H", "H", "H", "H", "H", "H", "H", "H", "H", "O", "C", "O", "C", "C", "C", "C", "C", "C", "H", "H", "H", "H", "H"], "positions_angstrom": [[-0.7238, 3.8988, -1.6457], [-1.1485, 3.5959, -0.3208], [-1.5713, 2.1807, -0.2892], [-1.1363, 1.6115, -1.5891], [-0.6273, 2.6873, -2.3961], [0.5429, 1.7964, 0.0263], [0.8997, 0.4228, -3.1276], [1.6557, 2.3167, 1.4497], [0.4763, 2.7575, 2.2339], [-2.0898, 1.6422, 0.5184], [-1.3529, 4.2991, 0.4983], [-1.4715, 0.6281, -1.9788], [-0.3376, 2.5889, -3.4458], [-0.5910, 4.8952, -2.0581], [0.0545, 3.7412, 2.0688], [2.3225, 1.5845, 1.9194], [1.5134, -0.1161, -3.7610], [0.1620, 2.1779, 3.0689], [2.1853, 3.2181, 1.0772], [1.0360, -0.5224, 1.8061], [0.6429, -0.9537, 0.7130], [0.4529, -0.2556, -0.3884], [0.2993, -2.4290, 0.6082], [-0.5258, -2.9125, -0.4418], [-0.8449, -4.2767, -0.5224], [-0.3197, -5.1783, 0.4322], [0.4549, -4.6978, 1.4889], [0.7371, -3.3146, 1.5861], [-0.8801, -2.1844, -1.1870], [-1.4743, -4.6348, -1.3392], [-0.5144, -6.2441, 0.3306], [0.8530, -5.3829, 2.2410], [1.3208, -2.9400, 2.4239]]}

Stability comparison, relative energies in hartree: P 0.0241; Q 0.0000

P | {"formula": "C28H29AsN2O4PPtS", "method": "wB97M-V/def2-TZVPD", "lumo_energy_ev": -11.083, "total_charge": 3, "homo_lumo_gap_ev": 6.147, "spin_multiplicity": 1, "species": ["Pt", "N", "C", "C", "C", "C", "C", "C", "P", "C", "C", "C", "C", "C", "C", "C", "C", "C", "C", "C", "C", "H", "H", "H", "H", "H", "H", "H", "H", "H", "H", "H", "H", "H", "H", "H", "H", "O", "C", "O", "C", "C", "C", "C", "C", "C", "N", "O", "O", "H", "H", "H", "H", "C", "As", "C", "C", "S", "H", "H", "H", "H", "H", "H", "H", "H", "H"], "positions_angstrom": [[0.6219, 0.2852, 0.0981], [-0.2772, -1.4750, -1.1460], [0.6496, -2.5274, -1.4723], [0.2520, -3.8317, -1.7069], [1.1989, -4.7392, -2.1661], [2.5192, -4.3575, -2.3986], [2.9301, -3.0659, -2.1292], [1.9933, -2.1634, -1.6085], [2.5040, -0.6330, -0.8986], [3.8535, 0.1597, -1.6691], [5.0568, 0.3554, -0.9703], [6.1430, 0.8652, -1.6535], [6.0226, 1.2057, -2.9985], [4.8230, 1.0297, -3.6839], [3.7285, 0.5082, -3.0241], [2.5628, -0.6587, 0.8715], [2.3580, -1.8445, 1.6380], [2.5172, -1.7998, 2.9941], [2.8727, -0.5927, 3.6238], [3.0785, 0.5761, 2.9054], [2.9248, 0.5601, 1.5314], [-0.5261, -0.9697, -1.9951], [-1.1450, -1.8201, -0.7403], [-0.7836, -4.1261, -1.5950], [0.8939, -5.7554, -2.3791], [3.2306, -5.0817, -2.7707], [3.9638, -2.7736, -2.2648], [5.1551, 0.0802, 0.0716], [7.0877, 0.9956, -1.1439], [6.8785, 1.6136, -3.5202], [4.7483, 1.2987, -4.7282], [2.7925, 0.3656, -3.5508], [2.1086, -2.7710, 1.1351], [2.3922, -2.6954, 3.5872], [3.0100, -0.5876, 4.6981], [3.3700, 1.4874, 3.4083], [3.1465, 1.4461, 0.9466], [0.8018, 2.0147, -1.3406], [-0.4131, 2.2635, -1.1088], [-1.0171, 1.4141, -0.2973], [-1.1656, 3.3933, -1.6211], [-0.5314, 4.3915, -2.3691], [-1.2642, 5.4783, -2.8147], [-2.6184, 5.5830, -2.5130], [-3.2123, 4.5883, -1.7551], [-2.5192, 3.4881, -1.3117], [-4.6383, 4.6956, -1.3708], [-5.3026, 5.5221, -1.9352], [-5.0182, 3.9382, -0.4952], [0.5238, 4.3131, -2.5931], [-0.7841, 6.2548, -3.3931], [-3.2110, 6.4238, -2.8479], [-3.0387, 2.7416, -0.7334], [-3.5227, 0.8513, 1.7690], [-1.8831, 1.3227, 2.6461], [-1.3624, 3.1429, 2.3143], [-2.1498, 1.0939, 4.5302], [-0.2672, -0.1096, 2.2495], [-4.2322, 1.6667, 1.9198], [-3.9002, -0.0563, 2.2378], [-3.3617, 0.6896, 0.7087], [-2.2515, 3.7273, 2.0789], [-0.6582, 3.1908, 1.4889], [-0.9006, 3.5263, 3.2230], [-2.9334, 1.7894, 4.8345], [-1.2274, 1.3209, 5.0601], [-2.4666, 0.0731, 4.7341]]}

Q | {"formula": "C28H29AsN2O4PPtS", "method": "wB97M-V/def2-TZVPD", "lumo_energy_ev": -11.503, "total_charge": 3, "homo_lumo_gap_ev": 5.373, "spin_multiplicity": 1, "species": ["Pt", "N", "C", "C", "C", "C", "C", "C", "P", "C", "C", "C", "C", "C", "C", "C", "C", "C", "C", "C", "C", "H", "H", "H", "H", "H", "H", "H", "H", "H", "H", "H", "H", "H", "H", "H", "H", "O", "C", "O", "C", "C", "C", "C", "C", "C", "N", "O", "O", "H", "H", "H", "H", "C", "As", "C", "C", "S", "H", "H", "H", "H", "H", "H", "H", "H", "H"], "positions_angstrom": [[1.3048, 1.5856, -0.0520], [-0.5782, 2.4934, 0.5920], [-1.6322, 1.5805, 1.0923], [-3.0509, 2.0707, 1.2039], [-4.0517, 1.2226, 1.4308], [-2.6493, -0.8324, 2.3298], [-1.5045, -1.3140, 1.4584], [-1.0122, -0.5873, 0.4689], [0.6459, -0.5311, -0.2816], [1.6865, -1.6572, 0.6389], [2.4732, -1.1928, 1.6942], [3.2278, -2.0910, 2.4306], [3.1967, -3.4446, 2.1174], [2.4092, -3.9097, 1.0710], [1.6559, -3.0200, 0.3230], [0.4920, -1.0717, -1.9772], [1.6295, -1.5687, -2.6172], [1.5366, -2.0271, -3.9205], [0.3197, -1.9727, -4.5903], [-0.8106, -1.4694, -3.9568], [-0.7304, -1.0201, -2.6494], [-0.3434, 3.2060, 1.2830], [-0.9104, 2.9548, -0.2542], [-3.2730, 3.1081, 0.9811], [-5.0619, 1.6156, 1.3789], [-2.9018, -1.6664, 2.9899], [-1.0022, -2.2274, 1.7537], [2.5031, -0.1371, 1.9367], [3.8449, -1.7361, 3.2447], [3.7973, -4.1417, 2.6864], [2.3896, -4.9642, 0.8315], [1.0560, -3.3842, -0.5024], [2.5731, -1.6325, -2.0859], [2.4071, -2.4417, -4.4117], [0.2479, -2.3375, -5.6063], [-1.7573, -1.4451, -4.4791], [-1.6212, -0.6452, -2.1603], [0.0090, 1.2649, 2.8882], [-1.0975, 1.0686, 2.4909], [-1.6789, 0.5750, 0.0963], [-2.1721, 0.3032, 3.1914], [-2.7341, 0.7092, 4.3599], [-3.9747, 0.2466, 4.8278], [-5.0148, -0.3923, 4.1061], [-5.0393, -0.5509, 2.7601], [-3.9742, -0.2843, 1.7364], [-6.3605, -1.0360, 2.1849], [-7.2945, -1.0729, 2.9385], [-6.3479, -1.2903, 1.0023], [-2.2278, 1.4628, 4.9543], [-4.2332, 0.5224, 5.8468], [-5.9183, -0.6488, 4.6462], [-4.2488, -0.8253, 0.8273], [5.7488, 2.1372, -2.8619], [3.8516, 2.3294, -2.6650], [3.3521, 4.1668, -2.9164], [2.9529, 1.2485, -3.9663], [3.4308, 1.7111, -0.5812], [6.0167, 2.4428, -3.8731], [6.0218, 1.0968, -2.6986], [6.2536, 2.7728, -2.1367], [3.7413, 4.4962, -3.8801], [3.7837, 4.7715, -2.1216], [2.2675, 4.2488, -2.9115], [3.2834, 1.5735, -4.9532], [1.8761, 1.3763, -3.8707], [3.2217, 0.2078, -3.8133]]}

Stability comparison, relative energies in hartree: P 0.0000; Q 0.0778